Record 1
{"formula": "C12H18F6KO6", "method": "ωB97M-V/def2-TZVPD", "species": ["K", "F", "F", "F", "F", "F", "F", "O", "O", "O", "O", "O", "O", "C", "C", "C", "C", "C", "C", "C", "C", "C", "C", "C", "C", "H", "H", "H", "H", "H", "H", "H", "H", "H", "H", "H", "H", "H", "H", "H", "H", "H", "H"], "coordinates": [[-17.453, -10.684, 6.714], [-21.274, -12.783, 7.606], [-19.933, -14.590, 7.425], [-17.314, -7.388, 2.067], [-15.349, -6.893, 2.794], [-17.025, -6.022, 3.639], [-21.995, -14.470, 6.574], [-16.581, -9.679, 3.997], [-21.298, -12.224, 4.923], [-19.110, -12.525, 5.208], [-14.210, -12.950, 8.105], [-15.592, -12.853, 6.327], [-17.539, -8.057, 5.275], [-16.565, -8.269, 4.305], [-14.647, -13.305, 6.867], [-12.614, -14.172, 7.152], [-13.821, -14.404, 6.299], [-22.345, -12.632, 4.048], [-20.332, -13.190, 5.363], [-20.869, -13.749, 6.765], [-18.320, -7.268, 7.399], [-16.590, -7.173, 3.136], [-23.360, -11.463, 4.055], [-13.074, -13.748, 8.520], [-17.307, -7.014, 6.244], [-24.345, -11.735, 3.677], [-23.659, -11.262, 5.083], [-14.364, -15.340, 6.437], [-12.359, -13.134, 9.067], [-11.872, -13.512, 6.701], [-21.821, -12.761, 3.102], [-19.279, -7.458, 6.917], [-13.312, -14.637, 9.104], [-13.591, -14.233, 5.248], [-20.328, -13.976, 4.608], [-12.011, -15.056, 7.362], [-15.673, -8.102, 4.910], [-22.853, -13.583, 4.209], [-16.332, -6.952, 6.727], [-22.990, -10.620, 3.470], [-17.514, -6.071, 5.737], [-18.083, -8.165, 7.972], [-18.566, -6.391, 7.998]], "mulliken_charge": [0.928, -0.270, -0.293, -0.277, -0.302, -0.314, -0.292, -0.834, -0.175, -0.741, -0.385, -0.475, -0.197, -0.101, 0.398, -0.615, -0.268, -0.305, -0.317, 0.812, -1.056, 0.803, -1.185, -0.374, -0.232, 0.402, 0.305, 0.263, 0.297, 0.290, 0.360, 0.336, 0.260, 0.267, 0.203, 0.326, 0.133, 0.277, 0.340, 0.244, 0.287, 0.107, 0.371], "multiplicity": 1, "gap_ha": 0.212, "total_charge": -1}

***

Record 2
{"formula": "C5H8N2", "method": "ωB97M-V/def2-TZVPD", "species": ["N", "N", "C", "C", "C", "C", "C", "H", "H", "H", "H", "H", "H", "H", "H"], "coordinates": [[1.013, 1.050, -0.076], [2.722, -0.562, 0.398], [1.338, -0.307, 0.188], [-0.857, -0.147, -0.180], [-0.272, 1.207, -0.266], [0.233, -1.107, 0.266], [-2.321, -0.313, 0.198], [-2.981, 0.319, -0.410], [-2.605, -1.356, 0.042], [1.702, 1.792, -0.127], [-2.499, -0.073, 1.251], [-0.712, -0.498, -1.232], [-0.711, 2.176, -0.467], [3.192, -0.737, -0.489], [2.757, -1.443, 0.903]], "mulliken_charge": [0.026, -0.607, 0.524, 0.980, -0.610, -1.434, -1.289, 0.350, 0.344, 0.261, 0.314, 0.180, 0.391, 0.255, 0.316], "multiplicity": 1, "gap_ha": 0.294, "total_charge": 0}

***

Record 3
{"formula": "C28H36IrP2Si", "method": "ωB97M-V/def2-TZVPD", "species": ["Ir", "P", "P", "Si", "C", "C", "C", "C", "C", "C", "C", "C", "C", "C", "C", "C", "C", "C", "C", "C", "C", "C", "C", "C", "C", "C", "C", "C", "C", "C", "C", "C", "H", "H", "H", "H", "H", "H", "H", "H", "H", "H", "H", "H", "H", "H", "H", "H", "H", "H", "H", "H", "H", "H", "H", "H", "H", "H", "H", "H", "H", "H", "H", "H", "H", "H", "H", "H"], "coordinates": [[-0.031, 0.561, 0.622], [-1.728, -0.725, 1.442], [1.225, -0.639, 2.117], [0.196, -0.488, -1.516], [2.655, 0.576, -2.282], [2.787, 0.055, 2.653], [-2.204, 1.025, -2.240], [0.685, 2.435, 1.892], [-1.009, 2.547, 0.309], [-0.515, -0.200, 5.871], [-0.989, -1.954, -3.413], [-0.301, 1.328, -3.692], [1.556, -2.365, 1.772], [0.251, 2.544, -0.385], [3.747, -1.842, -3.180], [-2.428, 2.352, -4.255], [2.491, -1.839, -2.558], [-1.940, -2.483, 1.117], [3.910, 0.562, -2.899], [4.442, -0.642, -3.365], [-0.729, 2.494, 1.726], [-3.321, 0.076, 1.239], [0.455, -0.327, 4.872], [-0.847, 0.767, -2.524], [-1.088, 2.105, -4.554], [-1.876, -0.303, 5.559], [1.934, -0.615, -2.155], [-1.318, -0.615, 3.237], [-2.286, -0.522, 4.233], [1.299, 2.404, 0.591], [0.050, -0.553, 3.561], [-2.983, 1.819, -3.083], [2.807, 1.148, 2.597], [2.230, 1.518, -1.919], [-0.981, -3.008, 1.056], [-1.975, -1.478, -3.465], [-3.209, 1.167, 1.201], [4.454, 1.498, -3.002], [-2.489, -2.609, 0.175], [-3.790, -0.272, 0.310], [1.940, -2.768, -2.393], [2.587, -2.560, 2.093], [0.742, 1.125, -3.961], [-0.202, -0.022, 6.900], [-0.638, 2.512, -5.461], [-2.525, -2.905, 1.947], [-3.042, 2.949, -4.926], [4.187, -2.784, -3.511], [2.983, -0.257, 3.685], [-1.469, 2.504, 2.519], [0.001, -1.690, -0.620], [1.475, -2.573, 0.701], [5.414, -0.643, -3.861], [-1.083, -3.051, -3.348], [-0.378, -1.626, -2.413], [1.208, 2.420, 2.842], [2.357, 2.323, 0.368], [1.518, -0.258, 5.120], [0.872, -3.009, 2.338], [-3.964, -0.184, 2.087], [-2.633, -0.206, 6.336], [3.572, -0.340, 1.995], [0.383, 2.626, -1.457], [-4.030, 2.014, -2.831], [-3.349, -0.615, 3.991], [-1.986, 2.622, -0.146], [-0.406, -1.695, -4.312], [-2.671, 0.593, -1.346]], "mulliken_spin": [1.669, 0.113, 0.106, 0.369, 0.021, 0.045, 0.019, 0.263, 0.164, 0.004, 0.211, 0.066, 0.052, 0.006, -0.011, 0.033, 0.110, 0.019, -0.019, 0.039, 0.234, 0.044, 0.003, 0.062, -0.005, 0.008, -0.035, 0.015, 0.007, 0.137, 0.019, -0.016, 0.012, 0.009, 0.000, -0.007, 0.004, -0.001, -0.001, -0.004, 0.009, 0.006, 0.002, 0.000, -0.001, 0.005, 0.002, -0.001, -0.002, 0.023, 0.131, -0.006, 0.003, -0.001, -0.016, 0.008, 0.034, 0.000, 0.000, 0.003, 0.000, -0.007, 0.030, 0.000, 0.002, 0.014, -0.004, -0.004], "s2": 6.02, "multiplicity": 5, "gap_ha": [0.169, 0.234], "total_charge": 1}

***

Record 4
{"formula": "C2H8N3", "method": "ωB97M-V/def2-TZVPD", "species": ["N", "N", "N", "C", "C", "H", "H", "H", "H", "H", "H", "H", "H"], "coordinates": [[-0.437, 0.740, -0.180], [0.628, 0.329, 1.801], [0.713, -1.296, 0.173], [-0.907, 0.431, -1.551], [0.276, -0.076, 0.572], [-1.988, 0.416, -1.627], [-0.561, -0.572, -1.765], [1.356, -0.223, 2.222], [-0.752, 1.624, 0.186], [0.325, -1.895, -0.526], [1.644, -1.532, 0.476], [-0.448, 1.128, -2.241], [0.151, 0.927, 2.461]], "mulliken_charge": [-0.199, -0.369, -0.403, -0.729, 0.771, 0.304, 0.225, 0.185, 0.230, 0.225, 0.211, 0.304, 0.244], "multiplicity": 1, "gap_ha": 0.444, "smiles": "CNC(N)=[NH2+]", "total_charge": 1}

***

Record 5
{"formula": "C37H36IrN2O2S2Sb", "method": "ωB97M-V/def2-TZVPD", "species": ["Ir", "Sb", "S", "S", "O", "O", "N", "N", "C", "C", "C", "C", "C", "C", "C", "C", "C", "C", "C", "C", "C", "C", "C", "C", "C", "C", "C", "C", "C", "C", "C", "C", "C", "C", "C", "C", "C", "C", "C", "C", "C", "C", "C", "C", "C", "H", "H", "H", "H", "H", "H", "H", "H", "H", "H", "H", "H", "H", "H", "H", "H", "H", "H", "H", "H", "H", "H", "H", "H", "H", "H", "H", "H", "H", "H", "H", "H", "H", "H", "H", "H"], "coordinates": [[-0.593, -0.572, 1.132], [1.409, 0.148, -0.337], [-0.790, -3.975, 0.604], [-2.615, -3.587, -1.694], [-1.445, 0.804, -0.021], [-2.146, 3.301, -0.658], [-1.671, -1.604, -0.237], [-2.412, -0.890, -1.163], [-2.441, 0.797, 3.017], [-0.909, -5.359, -0.570], [1.335, 0.633, 3.619], [2.329, -0.009, -5.085], [2.811, 2.452, 1.085], [-0.452, -1.173, 3.341], [4.342, -0.624, -0.055], [2.678, 1.112, -4.346], [-4.100, 1.717, -3.959], [-2.288, -5.304, -1.187], [5.195, -2.502, 1.185], [-4.002, 3.092, -3.747], [1.291, -0.985, -3.151], [-1.800, -1.544, 3.319], [2.246, 4.781, 0.876], [5.413, -1.389, 0.383], [1.810, 2.141, 0.167], [3.907, -2.856, 1.561], [-1.705, -2.896, -0.402], [-0.069, 0.215, 3.289], [1.240, 4.467, -0.031], [1.026, 3.146, -0.397], [-2.223, -2.957, 3.567], [-1.073, 1.156, 3.082], [-2.762, 2.723, -1.724], [-2.848, 1.337, -1.926], [1.627, -1.053, -4.494], [3.042, 3.780, 1.419], [-2.778, -0.538, 3.139], [-3.490, 1.854, 2.885], [3.051, -0.969, 0.339], [2.830, -2.086, 1.141], [1.663, 0.139, -2.415], [-3.333, 3.589, -2.649], [-3.524, 0.855, -3.059], [-2.232, 0.364, -1.009], [2.344, 1.198, -3.000], [-0.741, -6.283, -0.019], [-3.042, -3.249, 2.910], [0.286, -1.911, 3.637], [-3.573, -0.215, -3.208], [-0.800, 2.205, 3.046], [2.607, -0.073, -6.128], [-1.780, 2.611, -0.091], [-3.239, 4.653, -2.477], [2.622, 2.074, -2.429], [4.516, 0.229, -0.702], [6.420, -1.116, 0.095], [3.846, 4.033, 2.098], [-3.104, 2.742, 2.386], [3.421, 1.669, 1.521], [3.741, -3.729, 2.179], [-4.620, 1.337, -4.826], [-3.066, -5.600, -0.485], [0.754, -1.803, -2.684], [-2.591, -3.030, 4.594], [-2.355, -5.927, -2.077], [0.269, 2.913, -1.135], [1.347, -1.921, -5.076], [0.629, 5.249, -0.462], [3.218, 1.924, -4.814], [-1.400, -3.655, 3.451], [1.819, -2.357, 1.426], [2.070, -0.071, 3.229], [-4.359, 1.487, 2.343], [6.035, -3.101, 1.512], [1.548, 1.628, 3.238], [1.453, 0.660, 4.705], [2.414, 5.812, 1.158], [-4.458, 3.780, -4.448], [-0.126, -5.229, -1.315], [-3.825, 2.154, 3.882], [-3.825, -0.821, 3.131]], "mulliken_charge": [1.323, 0.601, 0.025, 0.079, 0.025, -0.673, 0.394, -0.667, 0.878, -0.676, -1.498, -0.523, -1.357, -1.123, -0.642, -0.802, -0.792, -0.666, -0.587, -0.459, -0.671, 1.084, -0.685, -0.744, 1.578, -0.763, 0.221, 0.596, -0.689, -1.081, -1.711, -0.164, 0.616, 0.294, -0.715, -0.591, -0.777, -1.873, 0.890, -0.437, 0.858, -0.724, -0.936, 0.564, -0.318, 0.458, 0.397, 0.561, 0.510, 0.451, 0.420, 0.001, 0.506, 0.438, 0.486, 0.434, 0.455, 0.408, 0.564, 0.460, 0.441, 0.317, 0.437, 0.413, 0.434, 0.685, 0.432, 0.498, 0.436, 0.384, 0.191, 0.287, 0.436, 0.421, 0.387, 0.440, 0.438, 0.416, 0.306, 0.408, 0.562], "multiplicity": 1, "gap_ha": 0.218, "total_charge": 2}

***

Record 6
{"formula": "C11H26CaN6O7", "method": "ωB97M-V/def2-TZVPD", "species": ["Ca", "O", "O", "O", "O", "O", "O", "O", "N", "N", "N", "N", "N", "N", "C", "C", "C", "C", "C", "C", "C", "C", "C", "C", "C", "H", "H", "H", "H", "H", "H", "H", "H", "H", "H", "H", "H", "H", "H", "H", "H", "H", "H", "H", "H", "H", "H", "H", "H", "H", "H"], "coordinates": [[0.405, 0.076, -0.532], [1.641, 2.951, -0.988], [1.488, 1.156, -2.597], [3.000, -1.422, -0.922], [-1.626, -2.308, 0.670], [0.876, 0.000, 2.071], [0.536, -1.305, -2.962], [-2.402, 0.845, 1.679], [0.772, 2.386, -0.197], [-1.333, 1.333, 0.933], [-0.490, -2.222, 0.105], [2.393, 0.846, 3.570], [1.931, -1.887, -0.439], [0.510, -0.210, 4.343], [1.437, -3.100, -0.865], [2.143, -3.868, -1.902], [-0.766, -0.893, 4.298], [-1.097, 2.622, 1.203], [0.423, 4.632, 0.752], [-1.869, 3.438, 2.189], [0.027, 3.215, 0.534], [-0.627, -4.611, -0.565], [0.115, -3.340, -0.387], [-1.652, 0.270, -1.830], [1.233, 0.172, 3.250], [3.215, -3.917, -1.696], [1.744, -4.876, -1.957], [-2.525, 4.177, 1.694], [-0.871, -5.033, 0.421], [-0.953, -1.274, 3.284], [-1.872, 1.333, -1.832], [0.904, 0.017, 5.244], [0.236, -1.605, -3.834], [-1.567, -4.435, -1.116], [3.032, 1.000, 2.803], [0.968, 4.704, 1.709], [-0.446, 5.308, 0.800], [-1.575, -0.211, 4.604], [-1.443, -0.134, -2.825], [2.002, -3.377, -2.871], [-0.754, -1.720, 5.021], [2.760, 0.765, 4.506], [1.032, -0.471, -3.161], [1.097, 4.953, -0.051], [-2.481, 2.765, 2.799], [1.596, 1.920, -1.926], [-2.488, -0.087, 1.387], [-0.004, -5.334, -1.107], [-1.169, 3.996, 2.830], [1.325, 1.578, -3.457], [-2.456, -0.279, -1.347]], "mulliken_charge": [1.887, -0.829, -0.692, -0.554, -0.714, -0.474, -0.451, -0.586, 0.154, 0.451, 0.681, -0.479, 0.040, -0.218, 0.562, -1.304, -0.608, 0.295, -1.437, -1.567, -0.118, -1.306, -0.120, -0.949, 0.407, 0.308, 0.440, 0.313, 0.304, 0.123, 0.383, 0.174, 0.249, 0.285, 0.253, 0.290, 0.366, 0.250, 0.314, 0.182, 0.315, 0.164, 0.397, 0.389, 0.443, 0.354, 0.318, 0.339, 0.342, 0.218, 0.416], "multiplicity": 1, "gap_ha": [0.262, 0.212], "total_charge": 0}

***

Ordered relative energy (zero: lowest compared OMol25 entry of this formula, charge and spin) results: 251.9; 334.5; 118.6; 48.1; 178.7; 0.0; unit kJ/mol.